Entry 1:
60
Properties=species:S:1:pos:R:3 method="wB97M-V/def2-TZVPD" multiplicity=1 e_tot_ha=-1519.5483 orbital_gap_ev=2.32 e_homo_ev=-5.885 de_lowest_kj_mol=20.5
C 3.642 1.306 5.307
C 2.384 1.513 4.558
C 1.295 2.266 4.950
C 0.348 2.174 3.933
C 0.892 1.375 2.962
B 0.271 0.908 1.564
C -0.509 -0.482 1.775
C -1.872 -0.474 1.954
C -2.549 -1.663 2.133
C -1.854 -2.856 2.135
C -2.583 -4.176 2.323
F -2.184 -5.028 1.356
F -2.265 -4.669 3.538
F -3.912 -3.964 2.237
C -0.484 -2.856 1.970
C 0.190 -1.665 1.790
O -0.682 1.956 1.062
C -0.286 2.160 -0.299
C -1.042 1.138 -1.151
C -0.636 3.575 -0.758
C 1.284 1.865 -0.291
C 1.851 1.514 -1.666
C 2.079 3.034 0.307
O 1.398 0.741 0.586
O 2.133 0.961 3.332
H 3.633 1.830 6.262
H 3.795 0.245 5.500
H 4.490 1.665 4.726
H 1.200 2.815 5.871
H -0.624 2.637 3.893
H -2.387 0.472 1.950
H -3.618 -1.689 2.267
H 0.034 -3.801 1.986
H 1.260 -1.635 1.669
H -0.811 1.254 -2.208
H -0.788 0.128 -0.834
H -2.114 1.273 -1.016
H -0.306 3.741 -1.782
H -1.713 3.719 -0.723
H -0.179 4.323 -0.115
H 1.719 2.336 -2.366
H 2.916 1.307 -1.584
H 1.371 0.624 -2.065
H 2.052 3.906 -0.344
H 1.681 3.307 1.283
H 3.122 2.749 0.440
C -1.681 -1.199 -3.913
C -1.839 -2.561 -3.728
C -1.239 -3.600 -4.416
C -0.331 -3.534 -5.459
C 0.201 -2.413 -6.069
C -0.042 -1.080 -5.788
C -0.880 -0.540 -4.828
H -2.266 -0.568 -3.259
H -2.524 -2.852 -2.944
H -1.516 -4.595 -4.098
H 0.006 -4.485 -5.848
H 0.899 -2.603 -6.872
H 0.490 -0.367 -6.402
H -0.917 0.540 -4.793


Entry 2:
64
Properties=species:S:1:pos:R:3 method="wB97M-V/def2-TZVPD" s2=6.053 charge=+4 multiplicity=5 e_tot_ha=-1617.1637 orbital_gap_ev="7.42 / 4.01" e_homo_ev="-20.417 / -20.127"
C 0.279 -1.755 -2.684
N 0.216 -0.462 -2.248
N -0.343 0.296 -3.297
C -0.666 -0.521 -4.307
C -0.265 -1.806 -3.965
B -0.564 1.797 -3.087
N -1.558 1.907 -1.914
N -1.184 1.300 -0.701
C -2.146 1.578 0.223
C -3.113 2.365 -0.397
C -2.729 2.527 -1.725
Os 0.509 0.381 -0.400
N 0.802 2.339 -2.573
N 1.425 1.708 -1.486
C 2.561 2.406 -1.172
C 2.619 3.479 -2.046
C 1.514 3.423 -2.891
H 3.183 2.089 -0.346
H 1.169 4.058 -3.698
H 3.378 4.218 -2.063
H -0.913 2.375 -4.057
H -3.195 3.027 -2.559
H -1.133 -0.140 -5.212
H -3.977 2.785 0.065
H -0.339 -2.678 -4.581
H -2.053 1.220 1.235
H 0.700 -2.535 -2.060
H 0.289 0.868 1.890
C 0.263 1.333 2.904
H -0.199 2.330 2.877
H -0.374 0.702 3.547
H 1.272 1.403 3.342
C -2.182 -4.260 3.085
C -1.228 -3.218 3.615
C -1.755 -2.109 4.280
C -0.908 -1.166 4.868
C 0.469 -1.291 4.706
C 0.997 -2.325 3.920
N 2.358 -2.267 3.631
C 3.119 -2.777 2.552
C 4.321 -3.433 2.842
C 5.263 -3.705 1.857
C 5.029 -3.337 0.530
C 3.824 -2.715 0.195
C 2.878 -2.437 1.186
C 1.775 -1.547 0.756
O 0.549 -1.638 1.026
O 2.179 -0.586 -0.048
C 0.160 -3.364 3.464
C 0.748 -4.559 2.801
H -2.033 -4.445 2.012
H -2.071 -5.222 3.610
H -3.220 -3.929 3.225
H -2.844 -1.983 4.325
H -1.328 -0.306 5.390
H 1.147 -0.527 5.085
H 2.906 -1.780 4.337
H 4.487 -3.732 3.874
H 6.177 -4.226 2.116
H 5.765 -3.506 -0.259
H 3.615 -2.378 -0.831
H 0.947 -4.355 1.742
H 1.688 -4.862 3.270
H 0.066 -5.411 2.845


Entry 3:
67
Properties=species:S:1:pos:R:3 method="wB97M-V/def2-TZVPD" s2=1.124 charge=-1 multiplicity=2 e_tot_ha=-6329.7207 orbital_gap_ev="7.12 / 7.21" e_homo_ev="-4.708 / -4.770"
Co 0.082 -0.123 -0.018
Br -2.698 1.707 -0.811
C -2.091 1.715 0.972
C -2.662 2.561 1.906
C -2.194 2.490 3.208
C -1.200 1.581 3.534
C -0.681 0.784 2.531
N -1.118 0.869 1.269
C 0.430 -0.245 2.773
O 0.810 -0.395 3.927
O 0.840 -0.814 1.713
H -3.437 3.251 1.609
H -2.610 3.146 3.963
H -0.800 1.469 4.532
C 3.486 -1.803 -3.041
Si 2.431 -0.609 -2.020
C 3.577 -0.011 -0.665
C 2.002 0.771 -3.218
N 0.974 -1.248 -1.328
C 0.440 -2.503 -1.399
C 0.946 -3.608 -2.119
C 0.308 -4.838 -2.135
C -0.875 -5.059 -1.443
C -1.417 -4.001 -0.722
C -0.762 -2.800 -0.726
F -1.338 -1.757 -0.016
H 4.351 -1.231 -3.391
H 2.972 -2.189 -3.924
H 3.863 -2.645 -2.458
H 4.462 0.475 -1.089
H 3.910 -0.855 -0.057
H 3.074 0.697 -0.010
H 2.910 1.158 -3.695
H 1.495 1.588 -2.708
H 1.343 0.395 -4.005
H 1.863 -3.489 -2.670
H 0.753 -5.646 -2.704
H -1.363 -6.023 -1.457
H -2.336 -4.098 -0.159
C 6.130 3.509 -2.739
C 5.223 4.264 -1.807
C 3.922 4.588 -2.179
C 3.086 5.281 -1.320
C 3.555 5.653 -0.068
C 4.843 5.331 0.330
C 5.669 4.641 -0.543
S 2.483 6.536 1.035
O 3.224 6.751 2.249
O 1.934 7.639 0.296
N 1.245 5.547 1.367
C 1.497 4.295 2.081
C 1.849 3.120 1.173
C 0.819 2.822 0.074
O 0.058 3.712 -0.326
O 0.868 1.640 -0.389
H 5.717 3.468 -3.746
H 6.269 2.482 -2.392
H 7.115 3.975 -2.790
H 3.555 4.290 -3.154
H 2.072 5.520 -1.615
H 5.179 5.626 1.314
H 6.679 4.390 -0.238
H 0.659 5.364 0.547
H 0.582 4.065 2.633
H 2.281 4.476 2.817
H 1.948 2.220 1.784
H 2.819 3.263 0.687


Entry 4:
61
Properties=species:S:1:pos:R:3 method="wB97M-V/def2-TZVPD" s2=6.021 charge=+1 multiplicity=5 e_tot_ha=-3511.0223 orbital_gap_ev="7.25 / 5.51" e_homo_ev="-9.897 / -11.638" de_lowest_kj_mol=0.0
O 2.901 -1.702 -3.348
C 2.456 -2.881 -4.095
C 3.775 -3.081 -4.826
H 1.617 -2.642 -4.765
H 2.207 -3.712 -3.416
C 4.193 -1.827 -4.025
H 3.730 -2.920 -5.903
H 4.302 -3.991 -4.541
C 4.507 -0.667 -4.943
H 3.693 -0.484 -5.650
H 5.400 -0.926 -5.529
H 4.724 0.238 -4.367
C 5.330 -2.104 -3.068
H 5.112 -2.966 -2.425
H 5.542 -1.214 -2.462
H 6.225 -2.342 -3.659
Os -1.174 1.027 2.886
C -0.613 0.236 4.740
C -1.777 -0.420 4.270
C -1.475 -1.025 3.024
H -2.731 -0.457 4.785
C -0.117 -0.739 2.726
C 0.409 0.050 3.780
H 1.424 0.422 3.851
H -0.506 0.775 5.676
H -2.149 -1.614 2.411
H 0.435 -1.086 1.865
C -1.286 3.811 2.791
C -0.179 2.997 3.196
C 0.303 2.309 2.006
H 0.359 3.064 4.142
C -0.583 2.660 0.927
C -1.512 3.616 1.411
H -2.217 4.157 0.788
H -1.779 4.545 3.427
H 1.257 1.806 1.897
H -0.456 2.330 -0.103
O -0.166 0.154 -1.937
C 1.058 -0.150 -1.220
C 1.061 -1.618 -0.756
H 1.151 0.577 -0.389
H 1.897 -0.021 -1.937
C 0.061 -2.257 -1.736
H 0.665 -1.742 0.263
H 2.078 -2.012 -0.802
C -0.892 -1.092 -2.073
H -0.458 -3.128 -1.313
H 0.610 -2.547 -2.645
H -1.720 -1.073 -1.322
H -1.328 -1.140 -3.097
Cl -3.466 2.563 5.108
C -4.209 2.123 3.617
C -3.459 1.503 2.640
C -3.975 1.262 1.396
Cl -2.890 0.694 0.144
C -5.339 1.499 1.111
Cl -5.989 1.085 -0.418
C -6.149 2.084 2.119
Cl -7.808 2.360 1.835
C -5.571 2.427 3.371
Cl -6.506 3.208 4.567


Entry 5:
64
Properties=species:S:1:pos:R:3 method="wB97M-V/def2-TZVPD" s2=6.004 multiplicity=5 e_tot_ha=-3307.8398 orbital_gap_ev="7.87 / 7.88" e_homo_ev="-7.698 / -7.703" de_lowest_kj_mol=114.4
Ho 0.192 1.117 -1.400
C 0.128 -2.940 1.029
C -1.350 -2.953 1.431
C -1.500 -3.453 2.867
C -1.969 -1.594 1.188
C -2.319 -0.713 2.204
C -2.996 0.462 1.926
C -3.308 0.828 0.620
C -4.156 2.030 0.340
C -2.876 -0.009 -0.413
C -2.248 -1.216 -0.124
H 0.563 -3.930 1.135
H 0.688 -2.257 1.663
H 0.252 -2.622 -0.003
H -1.869 -3.657 0.769
H -0.842 -2.908 3.542
H -1.229 -4.507 2.907
H -2.527 -3.352 3.213
H -2.095 -0.956 3.234
H -3.304 1.103 2.742
H -3.859 2.867 0.968
H -5.200 1.798 0.558
H -4.079 2.337 -0.700
H -3.156 0.222 -1.436
H -2.065 -1.926 -0.918
C 2.269 4.709 0.157
C 2.585 3.275 -0.154
O 1.895 2.607 -0.923
N 3.649 2.731 0.453
C 3.873 1.296 0.372
C 2.986 0.591 1.370
C 3.540 -0.123 2.424
C 2.708 -0.612 3.417
C 1.353 -0.352 3.326
C 0.884 0.330 2.215
N 1.668 0.777 1.242
H 1.772 5.160 -0.700
H 3.148 5.284 0.429
H 1.560 4.716 0.985
H 4.152 3.259 1.149
H 4.925 1.085 0.563
H 3.609 0.966 -0.641
H 4.607 -0.280 2.472
H 3.118 -1.156 4.252
H 0.671 -0.664 4.098
H -0.174 0.536 2.113
S 2.039 -0.971 -1.511
C 0.863 -1.666 -2.546
C 1.142 -2.773 -3.360
C 0.173 -3.229 -4.220
C -1.064 -2.583 -4.249
C -1.276 -1.531 -3.387
N -0.353 -1.074 -2.533
H 2.126 -3.212 -3.306
H 0.364 -4.072 -4.869
H -1.838 -2.884 -4.938
H -2.229 -1.015 -3.372
S -0.827 2.756 0.529
C -1.446 3.251 -0.923
N -1.932 3.652 -1.895
F 0.746 2.728 -3.142
C 0.472 1.478 -3.799
F 0.332 1.852 -5.085
F -0.965 1.385 -3.357


Entry 6:
55
Properties=species:S:1:pos:R:3 method="wB97M-V/def2-TZVPD" s2=6.114 charge=-1 multiplicity=5 e_tot_ha=-2287.7234 orbital_gap_ev="3.52 / 5.38" e_homo_ev="-0.889 / -2.771" de_lowest_kj_mol=0.0
C -2.522 3.797 0.951
C -3.034 2.509 1.603
C -1.901 1.478 1.510
N -0.743 2.223 0.990
C 0.470 1.710 0.789
C 0.746 0.209 0.702
C 2.307 0.100 0.745
C 2.810 1.511 0.736
C 1.722 2.433 0.762
C 2.002 3.813 0.784
C 3.325 4.240 0.867
C 4.388 3.323 0.806
C 4.129 1.950 0.711
C -1.008 3.648 0.860
H -2.928 3.907 -0.060
H -2.781 4.689 1.526
H -3.271 2.689 2.655
H -3.934 2.137 1.114
H -1.675 1.046 2.501
H -2.172 0.624 0.867
H 0.337 -0.264 1.609
H 2.612 -0.430 1.664
H 2.713 -0.483 -0.094
H 1.197 4.545 0.743
H 3.542 5.307 0.966
H 5.417 3.683 0.829
H 4.947 1.231 0.623
H -0.609 4.044 -0.084
H -0.532 4.194 1.684
C 0.681 0.093 -1.836
C 0.168 -0.450 -0.491
C 0.373 -1.952 -0.442
C 0.082 -2.819 0.697
C 0.456 -4.172 0.340
C 1.002 -4.149 -1.005
C 0.967 -2.787 -1.482
Fe -0.841 -3.399 -0.964
C -2.008 -2.670 -2.382
C -2.596 -2.496 -1.062
C -2.696 -3.807 -0.440
C -2.175 -4.790 -1.376
C -1.751 -4.087 -2.574
H 0.519 1.171 -1.920
H 1.752 -0.111 -1.957
H 0.137 -0.383 -2.667
H -0.930 -0.283 -0.481
H -0.290 -2.457 1.655
H 0.423 -5.033 1.004
H 1.450 -4.986 -1.535
H 1.365 -2.414 -2.424
H -1.891 -1.891 -3.130
H -2.995 -1.569 -0.661
H -3.171 -4.015 0.514
H -2.194 -5.868 -1.241
H -1.395 -4.544 -3.494


Entry 7:
64
Properties=species:S:1:pos:R:3 method="wB97M-V/def2-TZVPD" multiplicity=1 e_tot_ha=-2768.2847 orbital_gap_ev=5.76 e_homo_ev=-6.595 de_lowest_kj_mol=77.4
Pt -1.042 -0.258 -1.670
O 1.157 -1.201 -3.155
C 0.790 -0.900 -2.050
C 1.699 -1.020 -0.851
C 3.078 -0.980 -0.981
C 3.867 -1.008 0.159
C 3.283 -1.095 1.418
C 1.903 -1.168 1.547
C 1.116 -1.136 0.406
P -0.684 -1.271 0.325
C -1.327 -0.769 1.942
C -1.918 -1.701 2.795
C -2.326 -1.317 4.064
C -2.157 -0.006 4.483
C -1.590 0.929 3.626
C -1.179 0.556 2.356
C -1.009 -3.059 0.214
C -2.009 -3.506 -0.643
C -2.258 -4.865 -0.775
C -1.501 -5.782 -0.062
C -0.495 -5.342 0.789
C -0.252 -3.985 0.929
H 3.515 -0.901 -1.968
H 4.944 -0.944 0.070
H 3.907 -1.100 2.302
H 1.443 -1.231 2.527
H -2.064 -2.723 2.473
H -2.777 -2.046 4.725
H -2.472 0.289 5.476
H -1.468 1.956 3.945
H -0.746 1.280 1.676
H -2.587 -2.785 -1.209
H -3.037 -5.207 -1.444
H -1.687 -6.842 -0.174
H 0.106 -6.056 1.335
H 0.539 -3.645 1.588
N -4.915 1.462 -2.191
C -3.629 1.241 -1.877
O -3.283 0.226 -1.265
C -2.630 2.253 -2.334
I -1.606 1.020 -3.902
H -5.581 0.731 -2.003
H -5.192 2.240 -2.761
H -1.765 2.377 -1.681
H -2.972 3.123 -2.880
C 1.731 3.154 2.481
C 2.603 3.299 1.251
O 2.174 2.430 0.201
P 0.857 2.691 -0.694
O -0.260 1.806 -0.226
Te 0.310 4.972 -0.929
O 1.352 2.029 -2.077
C 2.457 2.576 -2.806
C 2.270 2.241 -4.267
H 2.159 3.719 3.311
H 1.654 2.104 2.772
H 0.730 3.541 2.283
H 3.631 3.002 1.465
H 2.604 4.330 0.892
H 3.377 2.140 -2.409
H 2.492 3.658 -2.651
H 2.144 1.164 -4.397
H 3.139 2.566 -4.841
H 1.384 2.743 -4.658


Entry 8:
61
Properties=species:S:1:pos:R:3 method="wB97M-V/def2-TZVPD" smiles="COc1ccccc1N1CCN(C(=O)CSc2nc(C)c(Cc3ccccc3)c(=O)[nH]2)CC1" multiplicity=1 e_tot_ha=-1812.4264 orbital_gap_ev=8.32 e_homo_ev=-7.846 de_lowest_kj_mol=131.9
C 2.815 6.175 -2.615
O 2.616 4.859 -2.163
C 3.062 4.519 -0.911
C 3.737 5.390 -0.072
C 4.125 4.993 1.199
C 3.843 3.716 1.636
C 3.184 2.831 0.798
C 2.784 3.202 -0.481
N 2.060 2.347 -1.318
C 2.610 2.029 -2.621
C 1.481 1.605 -3.560
N 0.777 0.477 -2.981
C 0.878 -0.733 -3.563
O 1.402 -0.895 -4.649
C 0.283 -1.927 -2.826
S 1.323 -2.420 -1.411
C 0.172 -2.365 -0.089
N -1.019 -1.904 -0.274
C -1.880 -1.878 0.783
C -3.236 -1.339 0.466
C -1.521 -2.306 2.028
C -2.461 -2.310 3.201
C -3.503 -3.389 3.049
C -3.105 -4.715 2.922
C -4.044 -5.718 2.767
C -5.394 -5.409 2.739
C -5.799 -4.092 2.872
C -4.858 -3.088 3.024
C -0.187 -2.819 2.256
O 0.272 -3.232 3.300
N 0.617 -2.810 1.104
C 0.245 0.796 -1.679
C 1.386 1.209 -0.739
H 3.879 6.419 -2.701
H 2.357 6.217 -3.602
H 2.327 6.905 -1.960
H 3.955 6.396 -0.392
H 4.644 5.691 1.838
H 4.140 3.397 2.623
H 2.991 1.829 1.148
H 3.338 1.203 -2.543
H 3.111 2.904 -3.026
H 0.780 2.435 -3.689
H 1.877 1.300 -4.529
H -0.714 -1.752 -2.426
H 0.280 -2.769 -3.518
H -3.274 -1.032 -0.575
H -3.992 -2.101 0.646
H -3.463 -0.485 1.103
H -2.945 -1.336 3.304
H -1.866 -2.506 4.097
H -2.053 -4.956 2.955
H -3.723 -6.745 2.671
H -6.128 -6.192 2.618
H -6.850 -3.844 2.856
H -5.182 -2.062 3.133
H 1.561 -3.168 1.201
H -0.431 1.651 -1.795
H -0.315 -0.034 -1.255
H 2.064 0.349 -0.599
H 0.964 1.490 0.227


Please write out number 7 again, unchanged.
64
Properties=species:S:1:pos:R:3 method="wB97M-V/def2-TZVPD" multiplicity=1 e_tot_ha=-2768.2847 orbital_gap_ev=5.76 e_homo_ev=-6.595 de_lowest_kj_mol=77.4
Pt -1.042 -0.258 -1.670
O 1.157 -1.201 -3.155
C 0.790 -0.900 -2.050
C 1.699 -1.020 -0.851
C 3.078 -0.980 -0.981
C 3.867 -1.008 0.159
C 3.283 -1.095 1.418
C 1.903 -1.168 1.547
C 1.116 -1.136 0.406
P -0.684 -1.271 0.325
C -1.327 -0.769 1.942
C -1.918 -1.701 2.795
C -2.326 -1.317 4.064
C -2.157 -0.006 4.483
C -1.590 0.929 3.626
C -1.179 0.556 2.356
C -1.009 -3.059 0.214
C -2.009 -3.506 -0.643
C -2.258 -4.865 -0.775
C -1.501 -5.782 -0.062
C -0.495 -5.342 0.789
C -0.252 -3.985 0.929
H 3.515 -0.901 -1.968
H 4.944 -0.944 0.070
H 3.907 -1.100 2.302
H 1.443 -1.231 2.527
H -2.064 -2.723 2.473
H -2.777 -2.046 4.725
H -2.472 0.289 5.476
H -1.468 1.956 3.945
H -0.746 1.280 1.676
H -2.587 -2.785 -1.209
H -3.037 -5.207 -1.444
H -1.687 -6.842 -0.174
H 0.106 -6.056 1.335
H 0.539 -3.645 1.588
N -4.915 1.462 -2.191
C -3.629 1.241 -1.877
O -3.283 0.226 -1.265
C -2.630 2.253 -2.334
I -1.606 1.020 -3.902
H -5.581 0.731 -2.003
H -5.192 2.240 -2.761
H -1.765 2.377 -1.681
H -2.972 3.123 -2.880
C 1.731 3.154 2.481
C 2.603 3.299 1.251
O 2.174 2.430 0.201
P 0.857 2.691 -0.694
O -0.260 1.806 -0.226
Te 0.310 4.972 -0.929
O 1.352 2.029 -2.077
C 2.457 2.576 -2.806
C 2.270 2.241 -4.267
H 2.159 3.719 3.311
H 1.654 2.104 2.772
H 0.730 3.541 2.283
H 3.631 3.002 1.465
H 2.604 4.330 0.892
H 3.377 2.140 -2.409
H 2.492 3.658 -2.651
H 2.144 1.164 -4.397
H 3.139 2.566 -4.841
H 1.384 2.743 -4.658